# C19H26F3FeN7S

A molecular structure, C19H26F3FeN7S in a non-equilibrium geometry (ωB97M-V/def2-TZVPD, the Open Molecules 2025 dataset).

Computed properties:
Molecular weight (g/mol): 497.4
Relative energy (zero: lowest compared OMol25 entry of this formula, charge and spin) (kcal/mol): 7.07
Expectation value of S²: 6.01
Spin multiplicity: 5
Highest occupied orbital energy (alpha / beta) (eV): -6.874 / -7.156

Geometry as XYZ:
```
57
C19H26F3FeN7S, DFT ωB97M-V/def2-TZVPD
Fe 0.66 0.05 0.26
C 1.81 2.53 -4.62
N 0.91 2.24 -3.54
C -0.51 2.59 -3.80
C 1.18 1.38 -2.56
N 0.48 1.21 -1.50
N 2.30 0.57 -2.79
C 3.03 -0.10 -1.76
N 4.15 -0.79 -2.26
N 2.69 -0.05 -0.53
H 1.52 3.46 -5.12
H 1.84 1.73 -5.39
H 2.85 2.61 -4.27
H -0.71 2.29 -4.81
H -0.78 3.65 -3.65
H -1.11 2.05 -3.08
H -0.11 1.97 -1.34
H 2.61 0.41 -3.69
H 4.19 -0.93 -3.26
H 4.52 -1.57 -1.75
H 3.36 -0.57 0.00
F -2.00 3.01 5.05
C -0.67 2.99 4.65
F -0.53 3.97 3.80
F -0.05 3.31 5.79
C -0.18 1.70 4.13
C -0.46 0.63 4.97
C -0.17 -0.65 4.54
C 0.37 -0.82 3.31
N 0.61 0.16 2.48
C 0.30 1.44 2.80
S 0.59 2.54 1.46
H -0.87 0.73 5.96
H -0.35 -1.55 5.10
H 0.61 -1.81 2.97
C -2.47 0.39 1.93
N -1.86 -0.26 0.83
C -2.53 0.06 -0.42
C -1.95 -1.76 1.09
C -1.08 -2.55 0.22
C -1.51 -3.83 -0.16
C -0.72 -4.57 -1.04
C 0.50 -4.10 -1.48
C 0.89 -2.82 -1.13
C 0.13 -2.05 -0.22
H -3.57 0.18 1.91
H -2.33 1.45 1.87
H -2.06 0.07 2.84
H -3.57 -0.28 -0.32
H -2.00 -0.45 -1.22
H -2.52 1.13 -0.64
H -3.04 -2.10 0.94
H -1.74 -1.96 2.14
H -2.49 -4.16 0.16
H -1.04 -5.58 -1.28
H 1.11 -4.77 -2.08
H 1.79 -2.39 -1.50
```

Here are the Löwdin charges for atoms 1 to 4, given in e:
1. Fe 0.61
2. C -0.07
3. N -0.14
4. C -0.01

***

# C56H36LaN14O4

A molecular structure, C56H36LaN14O4 in a non-equilibrium geometry (ωB97M-V/def2-TZVPD, the Open Molecules 2025 dataset).

Computed properties:
Molecular weight (g/mol): 1107.9
Relative energy (zero: lowest compared OMol25 entry of this formula, charge and spin) (kcal/mol): 4.59
Spin multiplicity: 1
Net charge: -1
Highest occupied orbital energy (alpha / beta) (eV): -3.784 / -3.819

Geometry as XYZ:
```
111
C56H36LaN14O4, DFT ωB97M-V/def2-TZVPD
La -0.15 -0.32 -0.01
C 4.37 -3.61 -4.02
C 3.30 -4.49 -4.22
C 2.01 -4.13 -3.85
C 1.83 -2.88 -3.28
C 0.63 -2.18 -2.77
N -0.60 -2.66 -2.94
C -1.69 -1.97 -2.60
C -3.04 -2.49 -2.84
C -3.51 -3.66 -3.41
C -4.88 -3.85 -3.47
C -5.76 -2.88 -2.96
C -5.28 -1.71 -2.39
C -3.91 -1.53 -2.34
C -3.06 -0.46 -1.80
N -3.57 0.58 -1.17
C -2.82 1.55 -0.64
N -1.49 1.69 -0.72
C -1.12 2.87 -0.14
N 0.07 3.45 -0.21
C 1.13 2.87 -0.78
N 1.30 1.55 -1.08
C 2.49 1.41 -1.71
N 3.02 0.29 -2.24
C 2.33 -0.81 -2.45
N 1.00 -1.01 -2.23
C 2.90 -2.01 -3.08
C 4.18 -2.36 -3.46
C 3.17 2.69 -1.77
C 4.40 3.09 -2.29
C 4.74 4.43 -2.20
C 3.86 5.36 -1.62
C 2.64 4.97 -1.11
C 2.30 3.62 -1.18
C -2.30 3.50 0.45
C -2.48 4.65 1.21
C -3.77 4.95 1.64
C -4.85 4.13 1.29
C -4.67 2.99 0.52
C -3.39 2.68 0.11
N -1.75 -0.76 -2.00
H 5.37 -3.92 -4.32
H 3.48 -5.46 -4.66
H 1.17 -4.79 -4.00
H -2.82 -4.40 -3.79
H -5.29 -4.76 -3.90
H -6.83 -3.06 -3.01
H -5.95 -0.96 -1.98
H 5.01 -1.67 -3.31
H 5.06 2.37 -2.76
H 5.69 4.77 -2.60
H 4.16 6.40 -1.57
H 1.95 5.68 -0.66
H -1.64 5.28 1.47
H -3.94 5.83 2.24
H -5.85 4.40 1.64
H -5.51 2.35 0.26
N 2.61 -1.26 0.48
C 2.71 -1.61 1.91
C 1.44 -2.30 2.41
O 1.55 -3.02 3.41
N 0.35 -2.05 1.69
C -0.81 -2.82 2.15
C -2.03 -2.68 1.25
O -2.92 -3.51 1.31
O -2.04 -1.62 0.49
H 2.55 -2.12 -0.04
H 3.45 -0.80 0.16
H 2.85 -0.69 2.49
H 3.54 -2.27 2.14
H -1.13 -2.51 3.15
H -0.57 -3.88 2.24
C -2.17 8.35 11.63
O -0.94 8.07 10.99
C -0.97 7.22 9.93
C -2.13 6.65 9.42
C -2.04 5.79 8.32
C -0.83 5.50 7.73
C 0.33 6.09 8.25
C 0.26 6.94 9.33
C -0.71 4.59 6.57
N 0.39 4.41 5.87
C 0.05 3.49 4.91
C -1.26 3.12 5.03
N -1.74 3.83 6.10
C -1.90 2.18 4.16
C -3.25 1.80 4.25
C -3.75 0.91 3.34
C -2.90 0.41 2.35
N -1.63 0.75 2.24
C -1.12 1.62 3.14
C 0.29 2.00 3.00
N 1.00 1.45 1.99
C 2.26 1.79 1.84
C 2.92 2.72 2.67
C 2.21 3.29 3.69
C 0.87 2.94 3.87
H -1.94 9.01 12.46
H -2.63 7.43 12.02
H -2.87 8.85 10.96
H -3.10 6.86 9.85
H -2.96 5.37 7.93
H 1.28 5.86 7.79
H 1.15 7.40 9.74
H -2.66 3.77 6.49
H -3.88 2.22 5.02
H -4.78 0.60 3.37
H -3.27 -0.29 1.61
H 2.79 1.33 1.02
H 3.95 2.96 2.48
H 2.65 4.02 4.35
```

Here are the Löwdin charges for atoms 1 to 4, given in e:
1. La 2.04
2. C -0.09
3. C -0.09
4. C -0.02

***

# C18H18N2O4S

A single C18H18N2O4S molecule (ωB97M-V/def2-TZVPD, the Open Molecules 2025 dataset).

Computed properties:
SMILES: COc1ccccc1NS(=O)(=O)c1cc2c3c(c1)CC(=O)N3CCC2
Molecular weight (g/mol): 358.4
Relative energy (zero: lowest compared OMol25 entry of this formula, charge and spin) (kcal/mol): 25.68
Spin multiplicity: 1
Highest occupied orbital energy (eV): -8.616

Geometry as XYZ:
```
43
C18H18N2O4S, DFT ωB97M-V/def2-TZVPD
C 0.40 2.03 1.94
O -0.78 1.28 1.81
C -1.54 1.43 0.68
C -1.23 2.27 -0.38
C -2.05 2.31 -1.50
C -3.18 1.52 -1.56
C -3.50 0.68 -0.51
C -2.69 0.64 0.62
N -3.00 -0.25 1.66
S -2.70 -1.87 1.30
O -2.76 -2.58 2.54
O -3.56 -2.26 0.22
C -1.01 -1.76 0.72
C -0.81 -1.40 -0.60
C 0.45 -1.05 -1.05
C 1.46 -1.09 -0.10
C 1.28 -1.46 1.23
C 0.01 -1.79 1.66
C 2.60 -1.34 1.92
C 3.53 -0.82 0.81
O 4.69 -0.53 0.90
N 2.77 -0.73 -0.33
C 3.19 -0.31 -1.64
C 2.02 0.36 -2.35
C 0.80 -0.58 -2.43
H 0.20 3.11 1.91
H 0.82 1.77 2.90
H 1.12 1.78 1.15
H -0.34 2.89 -0.35
H -1.79 2.96 -2.32
H -3.81 1.55 -2.44
H -4.37 0.04 -0.54
H -2.52 -0.01 2.52
H -1.66 -1.40 -1.27
H -0.22 -2.06 2.68
H 2.97 -2.29 2.29
H 2.59 -0.64 2.76
H 4.04 0.37 -1.53
H 3.53 -1.18 -2.22
H 2.32 0.65 -3.36
H 1.73 1.26 -1.81
H -0.05 -0.06 -2.87
H 1.04 -1.44 -3.06
```

Here are the Löwdin charges for atoms 1 to 4, given in e:
1. C -0.07
2. O -0.09
3. C -0.22
4. C -0.02

***

# C23H31N8O3V

A molecular structure, C23H31N8O3V (ωB97M-V/def2-TZVPD, the Open Molecules 2025 dataset).

Computed properties:
Molecular weight (g/mol): 518.5
Expectation value of S²: 0.77
Spin multiplicity: 2
Net charge: +1
Highest occupied orbital energy (alpha / beta) (eV): -8.775 / -7.927

Geometry as XYZ:
```
66
C23H31N8O3V, DFT ωB97M-V/def2-TZVPD
V 0.49 0.28 1.13
O -1.24 3.78 0.13
C -0.98 2.64 0.48
N 0.21 2.17 0.90
C 1.35 3.05 0.83
C 2.60 2.27 1.15
C 3.84 2.91 1.26
C 4.96 2.17 1.55
C 4.83 0.79 1.73
C 3.58 0.23 1.62
N 2.48 0.95 1.34
C -2.01 1.54 0.44
C -3.33 1.83 0.14
C -4.26 0.80 0.11
C -3.82 -0.49 0.35
C -2.48 -0.70 0.63
N -1.58 0.29 0.69
H 1.45 3.49 -0.17
H 1.27 3.90 1.52
H 3.89 3.98 1.11
H 5.93 2.65 1.64
H 5.69 0.17 1.98
H 3.42 -0.83 1.78
H -3.60 2.86 -0.05
H -5.30 1.00 -0.11
H -4.50 -1.33 0.32
H -2.11 -1.70 0.81
C -0.10 -1.38 3.65
N 0.05 0.06 3.30
C 1.15 0.60 4.15
N 0.90 0.42 5.57
C 0.74 -1.01 5.83
N -0.37 -1.58 5.06
C -1.59 -0.86 5.41
N -1.48 0.57 5.14
C -1.21 0.75 3.73
C -0.35 1.10 5.91
H 0.82 -1.90 3.37
H -0.93 -1.79 3.06
H 1.26 1.66 3.93
H 2.08 0.09 3.88
H 0.55 -1.16 6.89
H 1.67 -1.53 5.57
H -1.79 -1.01 6.48
H -2.43 -1.27 4.84
H -1.10 1.81 3.50
H -2.04 0.35 3.16
H -0.55 0.97 6.98
H -0.25 2.17 5.71
O 1.30 -1.79 0.43
C 1.31 -1.26 -0.73
O 0.93 -0.12 -0.97
C 1.84 -2.15 -1.87
N 2.42 -3.36 -1.19
C 3.92 -3.30 -1.32
C 4.20 -1.85 -1.72
C 3.01 -1.50 -2.61
H 1.02 -2.43 -2.52
H 2.05 -4.24 -1.55
H 2.10 -3.21 -0.21
H 4.22 -3.99 -2.10
H 4.38 -3.61 -0.38
H 5.16 -1.75 -2.22
H 4.21 -1.21 -0.83
H 3.12 -1.94 -3.60
H 2.85 -0.44 -2.72
```

Here are the Löwdin charges for atoms 1 to 4, given in e:
1. V 0.80
2. O 0.07
3. C -0.48
4. N -0.08